{
  "formula": "C4H9NO2",
  "method": "wB97M-V/def2-TZVPD",
  "elements": ["O", "C", "O", "C", "C", "N", "C", "H", "H", "H", "H", "H", "H", "H", "H", "H"],
  "positions_angstrom": [[0.715234, 1.158801, 2.157269], [1.604350, 1.108970, 1.399556], [2.600642, 1.129098, 0.788022], [-1.958424, 0.335086, 0.467254], [-0.854208, -0.612698, 0.014781], [0.310060, 0.125053, -0.464489], [1.310972, -0.670909, -1.160522], [-2.305068, 0.965672, -0.360740], [-2.820717, -0.230185, 0.833799], [-1.605743, 0.987358, 1.270836], [-0.538069, -1.228281, 0.867339], [-1.242402, -1.302792, -0.754267], [0.000589, 0.876183, -1.073253], [2.183081, -0.043136, -1.369518], [1.649327, -1.487173, -0.512111], [0.950380, -1.111054, -2.103952]],
  "forces_ev_per_a": [[0.6, 0.0, -0.5], [0.2, 0.2, 0.3], [-0.6, 0.0, 0.4], [0.0, 0.0, 0.0], [-0.1, -0.1, 0.0], [-0.1, 0.1, -0.2], [0.1, -0.1, -0.1], [0.1, -0.1, 0.1], [0.1, 0.1, -0.1], [0.0, -0.1, -0.1], [0.0, 0.0, -0.1], [0.0, 0.1, 0.1], [0.0, 0.0, 0.0], [-0.2, -0.1, 0.0], [-0.1, 0.1, -0.1], [0.0, 0.0, 0.2]],
  "nbo_charge": [-0.545, 1.056, -0.545, -0.618, -0.215, -0.644, -0.416, 0.197, 0.215, 0.226, 0.188, 0.164, 0.358, 0.215, 0.195, 0.171],
  "molar_mass_da": 103.1,
  "energy_ha": -363.06884
}

***

{
  "formula": "C4H9NO2",
  "method": "wB97M-V/def2-TZVPD",
  "elements": ["C", "N", "C", "O", "C", "C", "O", "H", "H", "H", "H", "H", "H", "H", "H", "H"],
  "positions_angstrom": [[-1.131398, -1.206589, -1.769689], [-1.087909, -1.754742, -0.439262], [-0.859003, -1.653640, 0.702262], [-0.005205, 0.019407, 1.581656], [1.211199, 0.237958, 0.945165], [1.093123, 1.510298, 0.089431], [-0.183031, 1.517939, -0.526337], [-0.779832, -0.168506, -1.726330], [-0.491923, -1.818307, -2.409217], [-2.159753, -1.266924, -2.131745], [-0.495528, -1.473961, 1.738411], [2.041841, 0.351443, 1.662632], [1.490760, -0.607816, 0.276294], [1.204891, 2.400707, 0.727680], [1.857471, 1.549868, -0.694661], [-0.732790, 1.165921, 0.204373]],
  "forces_ev_per_a": [[0.0, 0.0, -0.1], [0.2, 0.2, 1.1], [-0.2, -0.2, -1.1], [0.0, -0.1, 0.1], [0.2, 0.1, -0.1], [0.3, 0.1, 0.1], [-0.1, 0.0, 0.1], [-0.1, -0.2, -0.1], [-0.1, 0.1, 0.1], [0.2, 0.0, 0.0], [0.0, 0.0, 0.0], [-0.1, 0.0, -0.1], [-0.1, 0.1, 0.1], [0.0, -0.1, -0.1], [-0.1, 0.0, 0.1], [0.0, 0.1, -0.2]],
  "nbo_charge": [-0.452, -0.347, 0.402, -0.857, -0.089, -0.085, -0.753, 0.275, 0.228, 0.228, 0.362, 0.161, 0.117, 0.155, 0.167, 0.486],
  "molar_mass_da": 103.1,
  "energy_ha": -362.90656
}

***

{
  "formula": "C4H9NO2",
  "method": "wB97M-V/def2-TZVPD",
  "elements": ["C", "C", "C", "O", "N", "C", "O", "H", "H", "H", "H", "H", "H", "H", "H", "H"],
  "positions_angstrom": [[-1.270413, 1.443368, -0.050304], [-0.411514, 0.261694, 0.390406], [-1.087345, -1.074527, 0.071410], [-0.294203, -2.175420, 0.459529], [0.815366, 0.316071, -0.370057], [1.937806, 0.018905, 0.119482], [3.020948, 0.070197, -0.674071], [-0.768752, 2.386709, 0.187721], [-2.253094, 1.434485, 0.431823], [-1.405590, 1.409882, -1.137941], [-0.229389, 0.298067, 1.477797], [-2.027944, -1.152870, 0.625079], [-1.316643, -1.108007, -1.005705], [0.459920, -2.207997, -0.143635], [2.189407, -0.288414, 1.140258], [2.641440, 0.367863, -1.521794]],
  "forces_ev_per_a": [[-0.1, 0.0, 0.0], [-0.1, 0.0, 0.1], [-0.3, 0.2, -0.1], [0.2, -0.1, -0.1], [0.4, -0.1, 0.1], [-0.4, 0.1, 0.0], [0.0, 0.0, -0.2], [-0.1, -0.1, 0.0], [0.1, 0.0, 0.0], [0.0, 0.0, 0.2], [0.0, 0.0, -0.2], [0.1, 0.0, -0.1], [0.0, 0.0, 0.2], [-0.1, 0.0, 0.1], [-0.2, 0.1, -0.1], [0.4, -0.1, 0.0]],
  "nbo_charge": [-0.606, -0.098, -0.062, -0.715, -0.538, 0.406, -0.669, 0.217, 0.208, 0.213, 0.178, 0.183, 0.164, 0.467, 0.161, 0.490],
  "molar_mass_da": 103.1,
  "energy_ha": -363.03382
}

***

{
  "formula": "C4H9NO2",
  "method": "wB97M-V/def2-TZVPD",
  "elements": ["C", "C", "N", "C", "O", "O", "C", "H", "H", "H", "H", "H", "H", "H", "H", "H"],
  "positions_angstrom": [[-1.804646, 0.766536, 0.611414], [-1.516603, -0.676057, 0.212214], [-0.245233, -0.864417, -0.512797], [0.866366, -0.641019, 0.263089], [1.156756, -0.881631, 1.384600], [1.253584, 1.135573, -0.252936], [2.283458, 0.447466, -0.681580], [-1.790660, 1.425425, -0.263403], [-2.792812, 0.833048, 1.079861], [-1.054229, 1.134802, 1.316228], [-1.485237, -1.330791, 1.087840], [-2.292816, -1.063504, -0.456618], [-0.206943, -0.294630, -1.350926], [2.586996, 0.548752, -1.737723], [3.138892, 0.262120, -0.003964], [1.903128, -0.801679, -0.695304]],
  "forces_ev_per_a": [[0.0, 0.0, 0.0], [-0.2, -0.1, 0.1], [0.2, -0.1, -0.1], [-0.4, 0.4, 0.9], [-0.1, -0.1, -0.8], [0.0, 0.2, 0.2], [0.2, -0.5, -0.2], [0.0, -0.1, 0.1], [0.2, 0.0, -0.1], [-0.1, 0.0, -0.1], [0.0, 0.1, -0.1], [0.1, 0.1, 0.1], [0.0, -0.1, 0.1], [0.0, 0.1, 0.1], [-0.2, 0.2, -0.1], [0.2, 0.0, 0.0]],
  "nbo_charge": [-0.632, -0.210, -0.644, 0.820, -0.525, -0.721, 0.001, 0.211, 0.216, 0.230, 0.211, 0.202, 0.402, 0.169, 0.167, 0.105],
  "molar_mass_da": 103.1,
  "energy_ha": -362.92206
}

***

{
  "formula": "C4H9NO2",
  "method": "wB97M-V/def2-TZVPD",
  "elements": ["C", "N", "C", "C", "C", "O", "O", "H", "H", "H", "H", "H", "H", "H", "H", "H"],
  "positions_angstrom": [[2.008085, -1.064386, -2.205093], [1.303985, 0.016462, -1.875116], [-0.988360, 0.900297, 0.331047], [-0.993789, -0.386797, 0.957019], [-0.174428, -1.435130, 0.652574], [-1.494413, 1.827108, 2.523041], [1.917280, -2.170618, -1.667936], [2.623076, -1.051760, -3.128407], [1.797606, 0.815784, -2.295498], [-0.002499, 1.179156, -0.023074], [-1.739938, 1.219212, -0.403117], [-1.280279, 1.538384, 1.427985], [-1.643076, -0.447573, 1.829915], [0.055048, -2.112977, 1.457222], [0.217966, -1.583399, -0.354820], [-1.606266, 2.756239, 2.774259]],
  "forces_ev_per_a": [[-1.0, -1.1, 0.8], [0.7, 0.8, -0.4], [1.2, -2.9, -3.6], [0.2, 1.2, -0.5], [0.2, 0.5, 0.4], [0.2, -1.1, -1.1], [0.1, -0.1, 0.1], [0.1, 0.6, 0.0], [-0.6, 0.0, 0.2], [0.3, 0.2, 0.0], [-0.7, 0.4, 1.2], [-0.8, 2.6, 3.8], [-0.2, -0.4, 0.0], [-0.2, -0.7, -0.2], [0.3, 0.0, 0.1], [0.1, 0.0, -0.9]],
  "nbo_charge": [0.439, -0.788, -0.381, -0.253, -0.145, -0.832, -0.642, 0.127, 0.336, 0.264, 0.269, 0.387, 0.268, 0.201, 0.267, 0.485],
  "molar_mass_da": 103.1,
  "energy_ha": -362.76152
}

***

{
  "formula": "C4H9NO2",
  "method": "wB97M-V/def2-TZVPD",
  "elements": ["C", "C", "C", "O", "N", "C", "O", "H", "H", "H", "H", "H", "H", "H", "H", "H"],
  "positions_angstrom": [[-0.487837, 1.090262, -1.074402], [-0.024538, 0.163447, 0.805318], [-0.857684, -1.091444, 0.677447], [-0.546559, -1.935885, 1.762595], [1.305096, -0.005149, 0.683146], [1.090326, 0.137388, -0.926265], [1.100961, -0.877724, -1.603618], [-0.396086, 2.134798, -0.752630], [-1.494333, 0.716682, -0.861241], [-0.395341, 1.049919, -2.165287], [-0.434311, 0.986685, 1.394193], [-1.922898, -0.859723, 0.754477], [-0.645204, -1.555975, -0.293946], [0.378180, -2.198094, 1.648510], [1.820745, 0.805728, 1.023447], [1.694333, 1.048507, -1.072196]],
  "forces_ev_per_a": [[-0.2, 0.1, -0.1], [0.0, 0.0, 0.1], [-0.2, 0.2, -0.2], [0.3, -0.1, 0.0], [-0.1, 0.1, 0.1], [0.3, 0.0, -0.3], [0.0, 0.2, 0.3], [0.0, -0.2, 0.0], [0.1, 0.0, 0.0], [0.0, 0.0, 0.2], [0.1, -0.1, -0.1], [0.1, 0.0, 0.0], [0.0, 0.0, 0.1], [-0.1, 0.0, 0.1], [0.0, -0.2, -0.1], [-0.2, -0.2, 0.0]],
  "nbo_charge": [-0.765, 0.230, -0.149, -0.697, -0.672, 0.417, -0.660, 0.205, 0.213, 0.251, 0.207, 0.188, 0.219, 0.481, 0.365, 0.167],
  "molar_mass_da": 103.1,
  "energy_ha": -362.89299
}

***

{
  "formula": "C4H9NO2",
  "method": "wB97M-V/def2-TZVPD",
  "elements": ["C", "N", "C", "C", "O", "O", "C", "H", "H", "H", "H", "H", "H", "H", "H", "H"],
  "positions_angstrom": [[-2.589889, 0.324232, -0.113341], [-1.653877, -0.755653, 0.143920], [-0.388592, -0.267258, 0.622605], [0.571076, 0.237321, -0.434748], [0.441105, 0.084179, -1.618954], [1.671277, 0.798889, 0.148067], [2.862493, 0.041075, -0.003027], [-2.784503, 0.839388, 0.833783], [-3.532539, -0.097233, -0.472555], [-2.233090, 1.066401, -0.845752], [-1.499055, -1.273869, -0.716736], [0.160710, -1.065485, 1.143939], [-0.535347, 0.518556, 1.372356], [3.621881, 0.553217, 0.590400], [3.168580, -0.030741, -1.048187], [2.719768, -0.973020, 0.398230]],
  "forces_ev_per_a": [[-0.2, 0.2, 0.0], [0.1, -0.1, -0.2], [0.0, 0.0, 0.2], [-0.1, -0.2, -0.2], [0.2, 0.1, 0.4], [-0.3, 0.0, 0.1], [0.4, -0.2, 0.0], [-0.1, 0.0, -0.2], [0.1, 0.1, 0.0], [0.0, -0.1, 0.1], [0.0, 0.0, 0.1], [0.0, 0.1, -0.1], [0.0, -0.1, -0.1], [-0.1, -0.1, -0.2], [0.0, 0.1, 0.0], [0.0, 0.2, -0.1]],
  "nbo_charge": [-0.416, -0.614, -0.343, 0.793, -0.561, -0.549, -0.254, 0.188, 0.205, 0.173, 0.366, 0.223, 0.225, 0.201, 0.192, 0.171],
  "molar_mass_da": 103.1,
  "energy_ha": -363.02582
}

***

{
  "formula": "C4H9NO2",
  "method": "wB97M-V/def2-TZVPD",
  "elements": ["C", "C", "N", "C", "O", "O", "C", "H", "H", "H", "H", "H", "H", "H", "H", "H"],
  "positions_angstrom": [[-2.016789, 0.083722, 1.287017], [-1.804292, -0.619617, 0.152356], [-0.751472, -0.499831, -0.739153], [0.440025, -0.430565, -0.285572], [0.705018, -0.655932, 1.006679], [1.416384, -0.203521, -1.164804], [2.766716, -0.125816, -0.725633], [-1.328169, 0.844167, 1.653768], [-2.948172, -0.022338, 1.839988], [-2.578861, -1.310882, -0.187165], [-0.234530, -0.968107, 1.341102], [3.352220, 0.085622, -1.623504], [2.892283, 0.681353, -0.001105], [3.092153, -1.069855, -0.284484], [-1.646924, 2.430723, -1.030517], [-1.355589, 1.780879, -1.238977]],
  "forces_ev_per_a": [[0.0, -0.1, -0.2], [-0.7, 0.2, 0.2], [0.1, 0.2, -0.3], [-0.9, -0.3, -0.2], [-0.7, -0.6, 0.1], [-0.3, -0.1, 0.6], [0.3, 0.0, 0.2], [-0.1, -0.1, -0.2], [0.2, -0.2, -0.2], [0.1, 0.1, 0.1], [2.1, 0.8, -0.2], [-0.1, 0.0, 0.2], [0.0, -0.1, 0.0], [0.0, 0.1, 0.0], [0.0, 0.1, 0.0], [0.0, 0.0, 0.0]],
  "nbo_charge": [-0.510, -0.027, -0.582, 0.833, -0.699, -0.470, -0.256, 0.207, 0.215, 0.201, 0.517, 0.203, 0.188, 0.189, -0.023, 0.015],
  "molar_mass_da": 103.1,
  "energy_ha": -362.96463
}

***

{
  "formula": "C4H9NO2",
  "method": "wB97M-V/def2-TZVPD",
  "elements": ["N", "C", "O", "C", "C", "C", "O", "H", "H", "H", "H", "H", "H", "H", "H", "H"],
  "positions_angstrom": [[-0.852008, 0.132508, 1.346689], [-1.803616, 0.372256, 0.380546], [-2.658125, 1.229242, 0.516055], [-1.418194, -0.284165, -0.877324], [0.394365, 0.632248, -0.650250], [1.560744, -0.327398, -0.382872], [1.930234, -0.468876, 0.986755], [-0.721111, 0.848092, 2.028365], [-0.460317, -0.772670, 1.511379], [-1.068512, -1.314104, -0.828455], [-2.220574, -0.228932, -1.663091], [0.380140, 0.973769, -1.655576], [0.528007, 1.512279, 0.025147], [1.294070, -1.298077, -0.809784], [2.426987, 0.067710, -0.942330], [2.687911, -1.073882, 1.014745]],
  "forces_ev_per_a": [[-1.2, -0.3, 1.5], [0.2, 0.2, 0.8], [0.2, -0.3, -0.3], [1.4, 0.6, 0.3], [-0.8, -0.4, -1.2], [-0.5, -0.1, -0.8], [-0.1, -0.1, -0.1], [-0.2, -0.1, 0.6], [0.3, 0.0, -0.1], [0.0, 0.0, 0.4], [1.4, 0.7, 0.3], [0.8, 0.3, -0.9], [-1.1, -0.8, -0.5], [0.2, -0.1, 0.0], [-0.3, -0.1, 0.1], [-0.3, 0.3, 0.0]],
  "nbo_charge": [-0.875, 0.638, -0.598, -0.491, -0.306, -0.109, -0.729, 0.396, 0.399, 0.201, 0.233, 0.198, 0.223, 0.164, 0.179, 0.475],
  "molar_mass_da": 103.1,
  "energy_ha": -362.94291
}

***

{
  "formula": "C4H9NO2",
  "method": "wB97M-V/def2-TZVPD",
  "elements": ["C", "C", "C", "C", "N", "O", "H", "H", "H", "H", "H", "H", "H", "O", "H", "H"],
  "positions_angstrom": [[2.403642, 0.097881, -0.715763], [1.450334, -0.655729, -0.198847], [-0.022069, -0.311486, -0.182416], [-0.424499, 0.915230, -0.981926], [-0.278231, -0.231455, 1.256287], [-0.550582, 0.872574, 1.715949], [2.207930, 1.037882, -1.203498], [3.417123, -0.261089, -0.776286], [1.682336, -1.612556, 0.248876], [-0.581346, -1.196119, -0.508157], [-1.506112, 1.031646, -0.933438], [0.035642, 1.808145, -0.561284], [-0.128911, 0.801861, -2.021837], [-2.671373, -0.862038, 1.256788], [-2.682576, 0.032925, 1.677439], [-2.351308, -1.467670, 1.928113]],
  "forces_ev_per_a": [[0.0, -0.2, -0.3], [-0.1, -0.2, -0.2], [0.1, 0.6, -0.6], [0.0, -0.2, 0.3], [-0.3, 1.5, 1.8], [0.6, -1.6, -1.2], [-0.1, 0.2, 0.0], [0.2, 0.0, 0.2], [0.1, -0.1, 0.1], [0.1, 0.1, 0.1], [0.0, 0.1, 0.0], [0.0, 0.0, -0.1], [0.0, 0.0, 0.0], [-0.7, 1.0, 0.1], [0.0, -1.3, -0.4], [0.1, 0.1, 0.2]],
  "nbo_charge": [-0.375, -0.176, -0.188, -0.640, 0.172, -0.335, 0.197, 0.205, 0.210, 0.236, 0.227, 0.223, 0.221, -0.938, 0.481, 0.478],
  "molar_mass_da": 103.1,
  "energy_ha": -362.92946
}